Entry 1:
Entry from OMol25: a molecular structure, C31H29N8O3S2Se3Ti (ωB97M-V/def2-TZVPD).

Positions of all 77 atoms, in Å:
C: 5.506 -3.003 2.602
C: -2.927 3.670 -1.955
O: 6.331 -2.077 3.287
C: -2.255 1.602 1.624
H: 4.424 -1.088 -0.067
H: 3.507 -1.763 3.565
C: -3.071 2.907 -3.141
H: -1.857 -2.471 2.265
H: -1.838 2.880 4.732
O: -0.984 -0.862 0.689
N: 0.290 1.432 -3.261
H: -0.231 1.467 -5.365
C: -2.584 2.040 2.913
C: 5.171 -1.501 0.619
C: -1.237 -2.471 -0.982
C: 3.614 -1.371 2.555
H: -5.792 -0.255 -1.822
H: 3.202 -4.078 1.850
C: -2.085 2.049 -3.522
H: -2.161 1.495 -4.447
C: -0.943 1.914 -2.686
H: -6.585 0.474 0.446
C: -3.754 0.201 -1.370
H: 4.980 -3.574 3.369
N: -0.865 2.545 -1.501
H: 4.173 -4.003 0.360
C: -1.589 2.537 3.737
H: -2.522 -4.850 1.782
C: 4.465 -2.315 1.701
H: 4.283 0.353 -4.086
H: 7.041 -1.805 2.698
Se: 1.773 -1.142 1.873
N: -0.978 1.668 1.147
C: -1.816 -2.918 1.283
O: 6.078 -2.358 -0.067
C: -2.160 -4.207 0.995
H: 4.116 0.993 -2.434
C: -1.829 3.447 -1.182
C: 3.685 0.329 -3.179
N: 2.339 0.775 -3.503
H: 4.069 -0.385 2.619
H: -2.250 -5.684 -0.573
C: -2.015 -4.658 -0.322
H: 3.651 -0.683 -2.776
C: -3.984 1.957 3.328
C: -0.293 2.589 3.248
N: -4.408 2.327 4.506
N: -6.212 1.432 2.878
H: -1.669 3.983 -0.254
H: -3.951 3.024 -3.760
C: 1.425 1.129 -2.581
H: 0.514 2.976 3.854
Ti: -0.784 0.636 -0.537
C: 1.789 0.857 -4.767
C: 3.602 -3.418 1.081
H: 6.104 -3.694 2.005
H: 6.513 -1.864 -0.767
H: -3.669 4.397 -1.660
C: -5.543 0.538 0.164
C: -1.564 -3.801 -1.292
C: -0.027 2.158 1.966
C: -4.620 1.020 1.080
S: 1.686 1.082 -0.900
S: -0.710 -1.305 -2.128
Se: 2.116 -2.629 0.097
H: -1.441 -4.114 -2.318
C: 0.518 1.269 -4.623
C: -5.104 0.131 -1.083
H: 2.352 0.621 -5.651
H: 5.700 -0.665 1.089
N: -1.362 -2.099 0.313
H: -3.359 -0.150 -2.314
H: 0.970 2.213 1.552
Se: -6.163 2.057 4.540
C: -4.988 1.459 2.423
N: -2.855 0.674 -0.506
C: -3.271 1.091 0.714

The total charge is +1. The LUMO energy (spin up / spin down) is -3.09 / -3.29 eV. For the frontier orbital gap (spin up / spin down), the calculation gives 5.85 / 4.55 eV. The highest occupied orbital energy (spin up / spin down) comes out at -0.3286 / -0.2881 Eh.

Entry 2:
Entry from OMol25: a molecular structure, C40H36FN7O5W (ωB97M-V/def2-TZVPD).

Positions of all 90 atoms, in Å:
C: -5.279 -0.723 -1.080
C: 3.575 0.992 -0.796
H: 3.078 -6.220 -1.186
H: -4.426 2.130 0.136
C: 2.248 0.766 -0.627
C: 4.043 -1.355 -0.905
C: -4.208 -0.193 4.612
C: -1.117 3.843 2.181
C: 2.672 -1.615 -0.752
H: -1.923 0.072 -4.095
H: 0.636 -4.233 -0.585
H: 9.101 0.419 -0.933
H: 3.724 -4.166 0.084
C: -5.617 -1.017 -3.492
C: -3.794 -0.561 -4.987
C: -1.777 2.883 1.387
C: -3.141 4.590 0.377
O: -2.673 -0.013 -1.573
N: -3.447 2.158 -0.159
C: -0.017 -2.185 -0.440
H: -3.936 -0.182 6.734
N: 2.212 -2.931 -0.739
N: 5.865 0.243 -1.158
O: -2.143 -3.111 -1.099
N: -1.478 1.551 1.467
H: 8.239 2.579 -0.450
N: -5.397 -0.554 1.153
H: 6.212 -1.422 -2.386
F: 4.003 2.254 -0.900
H: 1.825 -5.291 -2.123
H: 7.044 0.636 0.540
O: -2.034 -1.678 0.658
H: -3.163 -0.014 4.399
C: -5.131 -0.342 3.572
H: 9.306 1.373 -2.246
H: -6.318 -0.991 -0.910
H: 7.227 2.474 -1.912
H: 3.519 -3.736 -2.994
C: -4.641 -0.288 5.921
C: -1.483 5.204 2.025
C: -0.161 3.377 3.104
C: -5.984 -0.522 6.192
N: 8.594 0.902 -1.682
H: -0.984 5.952 2.627
C: -2.946 -0.231 -3.927
C: -4.788 -0.691 -2.407
H: 5.909 1.914 0.135
H: -3.410 -0.512 -5.998
C: -2.795 3.277 0.509
C: 6.756 -0.767 -1.706
C: 0.363 -0.836 -0.435
C: -5.111 -0.952 -4.777
C: -0.575 1.145 2.353
C: 1.756 -0.555 -0.595
H: -6.642 -1.318 -3.314
C: 0.097 2.031 3.196
C: -6.485 -0.578 3.846
O: -3.402 0.077 1.944
H: -7.193 -0.693 3.037
C: 0.921 -3.190 -0.587
H: -6.318 -0.595 7.218
H: 0.352 4.083 3.745
H: -3.938 4.893 -0.292
C: 7.854 -0.101 -2.523
H: -5.741 -1.204 -5.618
C: -2.460 5.564 1.141
C: -4.703 -0.279 2.195
H: 4.849 -4.652 -2.132
C: 4.531 -0.057 -0.934
W: -2.553 0.073 0.266
C: -1.459 -2.470 -0.389
N: -4.602 -0.442 0.010
H: -0.379 0.081 2.409
H: 7.435 0.454 -3.362
C: 2.772 -5.272 -1.602
H: -7.947 -0.844 5.383
C: -6.905 -0.664 5.158
C: 7.653 1.914 -1.081
H: 4.722 -2.188 -0.984
H: 7.196 -1.394 -0.918
H: 0.805 1.639 3.911
O: -0.507 0.121 -0.311
H: 1.573 1.607 -0.562
C: 3.814 -4.342 -2.148
C: 3.157 -4.048 -0.830
H: 8.578 -0.826 -2.892
C: -3.464 -0.313 -2.657
H: -2.739 6.602 1.031
H: -3.465 2.300 -1.170
C: 6.582 1.181 -0.295

The total charge is +4. The LUMO energy is -11.97 eV. For the frontier orbital gap, the calculation gives 5.07 eV. The highest occupied orbital energy comes out at -0.6262 Eh.

Entry 3:
Entry from OMol25: a single C2H2N4O2 molecule (ωB97M-V/def2-TZVPD).

Positions of all 10 atoms, in Å:
N: 0.237 -0.206 -1.196
H: -1.000 -0.839 -2.635
H: -0.045 -0.212 2.122
O: 2.306 0.330 0.339
N: -1.809 0.226 -0.607
C: -0.908 -0.283 -1.593
N: 0.143 0.278 0.134
O: 0.926 0.048 2.126
N: -1.110 0.551 0.434
C: 1.260 0.107 0.876

As for the structure (SMILES): O=C(O)n1ncnn1. The total charge is 0. The LUMO energy is -0.34 eV. For the frontier orbital gap, the calculation gives 10.78 eV. The highest occupied orbital energy comes out at -0.4084 Eh.

Entry 4:
Entry from OMol25: 13 unconnected molecules or ions with the total composition C22H73N15O13 (ωB97M-V/def2-TZVPD).

Positions of all 123 atoms, in Å:
H: 2.576 -3.704 1.400
H: 5.630 1.343 -1.005
H: 3.386 -1.638 -2.994
H: -1.046 6.503 -4.448
H: -4.817 -1.584 0.494
H: -1.079 1.182 -1.491
H: 0.660 -3.672 -0.298
C: -3.701 -0.249 -0.685
O: -1.546 4.645 -3.498
O: 1.026 -1.416 0.806
H: 1.174 1.040 -1.183
C: -1.236 2.255 -1.568
H: 4.315 0.722 -1.885
H: 2.066 -5.410 -1.858
H: 1.806 -2.685 3.373
H: -0.674 5.944 1.329
H: 0.147 -3.492 -2.770
H: -1.738 -1.827 3.629
H: 4.387 -3.840 1.841
H: 2.004 0.262 -4.001
C: -2.719 -3.027 2.305
H: -4.562 -0.085 1.335
C: -0.525 4.485 -2.511
C: 2.401 -3.494 -2.508
H: -3.217 -0.774 -2.642
H: 4.048 -3.042 -3.912
H: 1.634 1.670 7.994
H: -2.304 0.350 3.573
H: 0.995 2.033 4.537
H: -4.132 -2.017 -1.959
C: 0.589 4.490 1.929
C: 3.248 1.809 -4.621
N: -3.860 -2.811 3.016
O: 0.610 3.893 0.842
O: 1.013 -1.807 -3.542
H: -3.613 0.831 -0.844
H: -3.964 -2.000 3.598
H: 2.716 -3.239 5.122
O: 3.871 2.032 -0.267
H: -8.034 -0.005 0.583
N: 2.230 1.240 -3.931
H: -0.346 -0.127 -3.648
C: -0.144 3.026 -2.368
N: 0.513 0.827 1.177
H: -2.149 2.479 -2.129
H: -0.712 2.348 4.804
N: 0.205 2.115 5.141
C: -0.258 -1.200 -3.478
H: -2.620 -1.350 0.584
H: -1.907 0.111 0.159
C: 1.077 -3.201 -3.268
H: 4.460 -2.785 -2.323
H: 4.499 1.461 -6.103
H: 1.507 -1.056 3.863
H: 0.444 0.765 2.175
N: -0.095 -4.255 0.010
N: -0.882 -6.182 0.812
C: -1.758 6.025 -3.774
N: 1.478 1.754 7.006
H: 2.895 -1.804 0.872
H: 1.865 -0.563 -1.312
C: -4.082 -0.926 -1.981
C: 0.086 -5.595 0.049
H: 3.149 -1.549 3.334
H: 1.808 3.553 -2.068
O: 2.626 -2.288 5.202
H: 2.469 -5.297 -3.432
O: 1.085 -6.168 -0.393
H: 0.002 6.139 2.948
H: 1.756 1.880 -3.301
N: 1.162 2.842 -1.712
O: -6.096 -0.055 -0.030
N: 3.900 0.973 -5.454
N: -0.131 5.614 2.107
C: 0.233 1.873 6.496
H: -0.903 -3.950 0.534
C: 3.585 -2.713 -2.977
H: 2.116 -3.289 -1.472
H: -0.833 -1.591 -4.332
H: 0.323 5.139 -2.736
H: 1.283 4.689 3.800
H: 2.963 1.951 -0.592
N: 1.358 0.128 -0.782
C: 2.265 -1.845 3.905
N: 1.254 4.049 3.027
H: -7.092 -1.352 1.203
H: 3.673 0.025 -5.684
N: -1.663 -2.305 2.753
H: -0.987 4.833 -1.577
C: -2.631 1.941 2.387
O: 3.775 -2.185 0.758
O: -2.318 0.565 2.637
H: 2.012 3.390 3.012
H: -3.036 2.089 1.390
O: 3.515 3.011 -4.499
H: -1.652 -5.555 1.006
N: -2.411 -0.699 -0.167
H: -0.860 -1.455 -2.600
H: 1.048 3.228 -0.766
H: 2.151 1.340 6.382
H: -2.795 6.151 -4.073
N: 2.698 -4.932 -2.510
H: 3.972 -4.216 0.317
H: 4.709 2.416 -2.164
H: -6.838 0.295 1.878
H: -3.437 2.269 3.050
H: -1.482 2.655 -0.581
H: -1.766 2.554 2.646
C: 4.659 1.642 -1.399
C: 3.614 -3.550 1.114
H: 1.024 -3.722 -4.236
H: -0.055 2.602 -3.371
C: -4.818 -0.490 0.346
H: -4.903 -0.483 -2.542
H: -0.942 -7.182 0.753
H: -4.695 -3.293 2.737
O: -0.796 1.909 7.163
H: -0.785 -2.221 2.255
C: 0.900 -0.235 0.434
O: -2.673 -3.912 1.450
H: 0.375 1.716 0.726
H: -1.647 6.573 -2.829
C: -7.056 -0.281 0.973

The total charge is 0. The LUMO energy is -0.31 eV. For the frontier orbital gap, the calculation gives 8.12 eV. The highest occupied orbital energy comes out at -0.3097 Eh.

Energy above the lowest of the compared OMol25 structures with the same formula, charge and spin across the listed records, respectively: 0.942; 0.493; 3.780; 0.000 eV.
Strongest force on any atom across the listed records, respectively: 3.19; 0.86; 6.88; 2.36 eV/Å.